Entry 1:
The following is a DFT calculation (ωB97M-V with the def2-TZVPD basis set) of a molecular structure, C40H72N6O6Sr in a non-equilibrium geometry.

As for the relative energy (zero: lowest compared OMol25 entry of this formula, charge and spin): 19.1 kcal per mole. For the HOMO-LUMO gap, the calculation gives 0.1316 hartree.

Geometry (Å):
H: 9.9106 11.6127 13.9635
H: 16.0849 9.3370 9.1487
H: 15.9737 9.9466 13.4333
C: 16.0034 14.1020 12.2050
H: 16.1810 14.8678 17.3515
C: 13.4807 11.8343 10.5409
N: 8.9450 4.9062 16.2646
C: 16.3554 9.2848 12.6905
O: 13.0491 9.8609 16.8025
C: 11.2599 13.9620 14.6370
H: 10.7630 9.3293 16.9716
H: 17.2199 8.2254 10.6274
H: 14.9929 13.3355 6.8404
H: 10.4286 14.5719 15.0297
H: 13.1804 15.2280 13.1765
H: 6.3551 3.1498 16.9330
H: 9.1235 8.3300 13.1604
Sr: 13.2680 11.2718 14.9048
H: 13.5186 7.3043 11.5214
H: 17.7049 11.5454 17.5564
H: 11.7061 6.9495 18.3478
H: 19.1479 15.6127 12.6969
H: 12.1286 14.5344 14.9938
H: 19.1897 11.7999 12.3121
C: 14.0929 12.0288 9.3009
C: 18.9213 15.1986 11.6805
H: 16.4236 13.6046 18.4934
H: 18.6162 14.4450 17.4755
C: 11.3429 13.8171 13.0548
H: 15.4273 8.8978 7.0778
O: 14.1845 13.3821 15.2209
C: 19.6048 12.8214 12.1838
H: 17.9417 11.3337 15.8222
N: 7.9232 3.2944 14.9885
H: 17.1939 9.8424 12.2096
H: 11.8779 11.8501 17.2023
C: 14.9343 11.1179 8.7090
H: 12.3731 7.9874 21.7027
H: 20.4702 12.6330 11.4696
C: 11.3596 12.7402 16.7834
H: 10.2349 7.4036 19.1823
H: 10.1636 10.8785 15.5924
C: 14.9177 9.8889 10.8034
H: 15.7946 14.3402 11.1882
H: 16.7850 8.3820 13.1360
C: 15.4393 10.1049 9.5434
H: 16.5506 6.8696 11.4690
H: 12.3702 8.6708 20.3863
H: 19.9648 15.2326 11.2584
H: 10.2692 12.5653 17.2116
O: 13.3789 10.5940 12.5508
H: 8.6509 3.3254 14.2755
H: 17.0858 12.5731 7.1767
C: 13.6677 14.4177 12.6485
C: 15.0291 14.0634 13.1173
O: 9.5288 9.2217 12.9867
C: 14.6584 12.3063 6.4811
N: 11.2875 12.6611 15.3254
H: 15.8076 7.3946 9.8892
H: 15.3439 9.7345 5.4618
N: 7.1957 3.7126 17.1087
C: 13.8209 10.6677 11.3552
C: 18.4866 14.0239 16.4403
H: 9.6693 5.1437 18.1872
H: 14.0252 13.0035 8.7921
H: 9.2241 12.4308 15.3722
O: 13.3277 9.1074 18.9046
H: 19.2225 13.2965 9.6127
H: 11.4874 12.3358 11.0898
H: 13.5639 8.4898 12.8787
H: 17.4775 13.8151 9.7319
H: 14.8075 12.3305 5.3840
C: 15.3687 8.6923 11.6393
H: 9.5307 9.2383 12.0190
C: 15.2614 13.6890 14.5530
H: 12.5339 13.6495 10.3967
C: 9.9017 7.0576 17.0205
C: 7.9932 4.0251 16.0759
C: 15.4416 11.1540 7.2526
H: 6.9850 2.8041 14.8134
O: 11.8423 8.6412 21.2189
C: 17.2832 11.7603 16.5746
H: 7.0148 4.5092 17.7422
H: 18.5365 13.0191 14.1751
C: 16.2107 13.8150 17.4421
C: 17.5395 13.3376 13.9503
H: 13.9275 9.7410 6.6570
C: 16.2456 7.7577 10.8515
H: 10.6337 6.9042 16.2684
H: 13.5312 12.2598 6.6064
H: 9.6914 5.0236 15.5722
N: 10.3951 10.0147 18.7517
C: 12.5210 12.8201 11.0879
H: 10.6584 9.8603 19.6772
H: 15.1404 13.4155 17.2225
H: 16.3574 11.1752 16.4956
H: 13.9133 14.8349 11.6594
C: 10.7915 7.5422 18.2272
H: 18.4872 14.9687 15.7989
H: 19.4474 13.5568 16.1214
C: 11.1413 9.0767 17.9545
H: 9.3951 9.7408 18.6753
H: 11.7944 13.6872 17.1123
H: 8.1319 6.0607 17.8414
H: 9.1794 7.8396 16.6689
H: 17.6689 11.1363 8.0478
H: 17.2679 11.1106 6.1769
C: 16.9750 11.4679 7.2247
C: 18.2849 13.2333 10.2166
H: 17.8969 12.1670 10.1851
C: 12.6246 9.3189 17.9206
C: 16.6247 13.4729 14.9615
H: 20.0521 13.0937 13.1441
C: 14.1881 7.8486 12.2763
H: 11.1868 14.8933 12.6131
H: 18.3111 15.9110 11.0452
C: 9.1319 5.7340 17.4365
C: 17.1282 13.2262 16.3499
H: 14.7234 7.0385 12.8241
C: 10.0651 11.8500 15.0158
H: 10.5451 13.1872 12.6651
C: 15.0645 9.8034 6.5611
N: 12.6900 13.2800 12.5314
C: 18.4892 13.7196 11.6821
C: 17.2919 13.7204 12.6018

=====

Entry 2:
The following is a DFT calculation (ωB97M-V with the def2-TZVPD basis set) of a molecular structure, C40H73AsCrN3O5PSi3Te.

As for the relative energy (zero: lowest compared OMol25 entry of this formula, charge and spin): 17.6 kcal per mole. For the HOMO-LUMO gap (spin up / spin down), the calculation gives 0.1544 / 0.1575 hartree. Its charge is -2. As for the spin multiplicity: 5.

Geometry (Å):
H: 1.4402 1.1489 -6.3455
H: 0.2148 -4.7407 3.0207
C: -2.8141 4.3350 1.3545
C: -0.2102 -3.3338 -0.3154
C: 1.6385 -4.7972 -0.0217
H: -3.3415 -0.0639 5.4006
H: 1.7690 -2.7616 4.9537
H: -1.2009 3.9427 -2.8778
H: 4.8856 0.1964 2.8075
Si: -0.6393 -1.3758 -4.2882
H: 2.4791 -1.1901 -4.5095
O: 2.1865 -6.0389 0.1388
H: -5.3657 3.1805 -1.2092
C: -1.6827 -2.9714 -0.5174
H: -4.0577 0.7844 -4.2792
H: -2.4576 0.9774 2.6719
H: 3.6124 2.6379 -3.0724
H: 1.8710 2.4034 2.7270
H: -3.9373 6.1356 0.9757
N: -1.0920 1.3279 0.2914
H: -5.3877 3.7032 0.4700
H: 4.4683 1.0913 5.1551
C: 2.4887 -3.6988 -0.0322
H: -4.1309 1.1159 4.3663
C: 1.9975 0.2469 2.8799
H: -1.1062 -2.8385 2.0452
H: -2.3469 4.3802 -4.1670
H: -1.3083 3.6959 5.1324
As: -0.3440 0.5996 -3.0428
C: -0.8694 -2.9036 3.1045
C: -0.2202 -3.0754 5.6964
Si: 1.8081 1.1615 -3.8615
C: 2.2218 1.5631 2.1264
H: 0.9321 -1.2960 5.3892
H: -4.7990 5.5968 -1.1615
H: 1.6443 1.6014 1.2045
C: -0.6670 -4.3507 3.5391
O: -1.8886 -1.7229 -0.5429
C: 2.6360 0.3302 4.2818
C: -4.7342 3.5598 -0.3991
H: 0.9333 -1.3957 -6.2210
H: -1.8550 1.5150 6.3251
H: -4.2382 2.4052 -3.5956
C: 0.7968 -2.2599 4.8995
H: 3.5604 -3.7964 0.0662
H: -1.3482 -4.9048 5.5366
N: 0.6029 -2.2855 -0.3000
H: -3.3594 4.6722 -1.5953
H: 1.4710 -6.6831 0.1313
C: -2.4555 -1.8472 -4.1736
H: 1.1862 -2.5115 2.7883
H: -1.0309 1.9451 -6.6120
H: 2.9931 -0.6605 4.5780
H: -1.5111 -4.9660 3.2180
C: 0.2670 -4.6214 -0.1773
H: 1.8998 0.6328 5.0336
H: -2.8023 -1.7340 -3.1439
H: -2.4317 6.0064 0.0452
H: -0.6147 0.0840 4.9171
H: -0.6429 4.0927 -4.5493
C: 0.3715 -2.8035 -3.5814
C: -3.1556 0.7922 4.7417
C: 0.3896 -2.0810 3.4104
H: 3.1241 -0.7294 -2.9194
H: 0.1225 -3.1918 6.7292
C: -3.2977 5.4500 0.4063
H: 5.5158 1.8147 3.0421
H: 1.0789 2.7430 -5.6582
H: -1.8695 4.6406 1.8073
P: 0.2545 -0.3614 2.6820
C: 3.7109 1.7332 1.8177
H: 2.6729 1.9643 -1.7159
H: -2.3096 0.7293 -6.3753
C: 1.7530 1.8867 -5.6046
C: -2.2733 0.3625 3.5591
H: -0.4375 -5.4449 -0.1950
C: 2.6989 -1.1428 -0.2483
C: -0.4707 -4.4485 5.0692
H: -1.1601 -2.5183 5.7501
C: -1.4757 3.7627 -3.9227
H: 3.4551 2.3332 4.4396
C: -1.6808 2.8093 4.6122
H: 0.8451 -3.3503 -4.4029
C: 3.8202 1.3108 4.3000
H: 2.7561 2.2355 -5.8719
H: -3.2695 2.5164 6.0621
C: -0.7906 0.5249 3.9258
C: -3.6001 1.5164 -3.6115
H: 3.9536 1.1758 0.9109
C: 2.8983 -0.3712 -3.9250
H: 0.3743 -5.1060 5.2963
H: -0.4738 -0.4118 -6.6336
H: 2.5411 -0.5169 2.3083
Cr: -0.1841 -0.3516 -0.2971
C: -0.1509 -1.3135 -6.1183
C: -4.0685 4.8739 -0.7846
H: 2.0156 3.3047 -2.6287
C: -0.5027 2.0348 3.9916
H: -3.1928 2.2503 -1.0615
H: -4.1020 1.6001 0.2906
Te: 0.1101 4.1498 -0.1644
H: -2.7171 2.4405 -6.4621
C: 2.6055 2.3906 -2.7193
Si: -1.8765 1.9672 -4.2240
H: 1.1573 -2.4788 -2.9025
H: -2.5929 -2.8936 -4.4624
H: -3.5828 1.0932 -2.6081
H: -3.0780 -1.2332 -4.8276
H: 0.4075 2.2135 4.5710
H: -3.5472 4.2318 2.1692
H: -1.7385 -2.4921 3.6225
H: -2.3333 3.1711 3.8183
C: -1.2938 2.5488 0.3905
C: 1.9199 -2.4474 -0.1799
C: -3.6553 2.5213 -0.1088
H: 3.8475 -0.0811 -4.3891
C: -1.9671 1.7269 -6.0991
H: -0.2788 -3.4985 -3.0477
O: 3.9297 -1.1905 -0.1980
N: -2.6092 3.0319 0.7610
H: 3.9057 2.7888 1.6117
C: 4.5890 1.2364 2.9831
O: -2.4879 -3.8989 -0.6348
H: -0.5936 -2.1769 -6.6273
C: -2.5043 1.9291 5.5458
H: -2.5198 -0.6564 3.2604
O: 1.9544 -0.1177 -0.3745
H: -0.3184 2.4163 2.9843

=====

Entry 3:
The following is a DFT calculation (ωB97M-V with the def2-TZVPD basis set) of 3 unconnected molecules or ions with the total composition C40H73BN4O16P3S in a non-equilibrium geometry.

For the HOMO-LUMO gap, the calculation gives 0.2516 hartree. Its charge is +1.

Geometry (Å):
C: 3.0333 -0.1084 -1.0719
H: -4.9763 -3.9460 9.9034
H: -2.9263 6.3127 -2.0658
C: 1.5615 0.4186 -1.1752
H: -4.7148 -8.1166 9.0165
H: 6.2128 0.7960 -2.2394
C: -4.1392 -6.0952 4.6629
C: 6.6722 -5.9923 -0.9020
C: 4.6653 1.0750 -6.4102
H: -3.4002 -5.6845 10.5053
C: 6.6086 -1.8156 -0.4430
H: -7.9628 6.7655 -5.3141
C: -7.6474 8.8662 -4.9179
H: -6.8415 -8.6825 7.7945
H: -2.8192 -7.8093 4.5222
H: -4.4075 7.2534 -1.9452
H: -0.5314 1.0469 2.6826
H: 3.2290 -0.2829 -0.0064
C: 4.0217 4.3751 -4.5818
O: 0.2599 3.1372 0.5067
C: 6.2608 0.0560 -4.9947
O: -8.6596 6.3335 -3.0827
O: -6.4925 7.0244 -3.8555
H: -2.8745 -2.2204 4.1434
C: 6.3502 -2.5895 0.8837
C: 0.8903 0.1252 0.1679
H: -3.4191 -3.1461 10.1727
C: 0.8372 -0.3997 -2.2649
N: 0.0555 1.9601 -2.1441
H: 5.4597 -2.2101 1.3982
C: 4.6709 3.0746 -2.4795
C: -1.8457 -1.5321 0.9361
O: 3.3008 -0.1214 -4.3767
C: -3.7656 -7.4574 4.1018
H: -3.0368 -3.0848 1.7811
C: -3.2697 -5.2041 9.5333
C: 5.5018 0.0840 -1.8177
O: 2.7040 2.7135 0.6264
P: -3.1255 -6.3687 7.1119
H: 5.9700 -5.5896 -1.6395
C: 7.2627 -4.7907 -0.1223
H: -7.4231 7.1221 0.5528
H: -4.5232 -8.1987 4.3534
C: -1.0706 0.1235 2.4917
H: 0.4912 3.4812 1.3860
H: 6.1651 -2.4162 -1.2476
H: -1.9268 -1.9258 -0.0703
H: 2.7379 4.8273 -0.4841
H: 6.9573 0.3147 -0.2350
H: -8.2695 9.1451 -5.7692
C: -4.6192 5.3749 -2.9993
H: 2.5250 0.1453 -4.8816
H: -7.5784 4.7598 1.2463
C: -7.6057 6.3584 -0.2027
H: -6.0270 5.0264 0.4299
P: 1.6210 3.0717 -0.2993
C: 4.1707 0.8131 -1.5603
C: -4.7263 -8.4303 7.9763
O: 3.9407 3.9444 -5.8528
H: 5.9396 3.4914 -4.2335
O: -6.9230 6.7834 -1.3852
C: 5.1332 3.9391 -3.6459
C: -1.6959 -0.5410 3.5304
H: -3.3510 -5.3644 4.4507
H: 6.8307 -0.0203 -5.9200
H: -6.0294 -8.3430 6.2561
C: 6.1061 -4.0829 0.6134
C: 6.1154 -0.3549 -0.4298
H: 5.3412 1.5829 -7.1066
O: 1.9026 4.5246 -0.8777
H: 7.4459 -6.5725 -1.4068
H: 8.0561 -5.1254 0.5511
C: 0.1149 -1.4859 -2.0237
C: -4.0066 6.2414 -1.9203
H: -5.0529 -5.7412 4.1828
H: 6.0930 -6.6257 -0.2220
H: -6.8048 9.5577 -4.8629
N: 3.1411 -1.4639 -1.7026
H: -1.5996 -0.1223 4.5271
O: -3.5668 -7.9443 7.2786
C: -1.1369 -0.3747 1.1892
P: -7.2357 6.0244 -2.7923
C: 3.8131 1.8030 -2.7618
O: -5.9735 4.9994 -2.7605
O: -4.3928 -6.1538 6.0547
H: -0.6215 -1.8189 -2.7479
C: 2.3179 2.2387 -2.8125
H: 1.8023 1.8243 -3.6790
O: 3.0087 -3.1005 0.0129
H: -4.5039 5.8255 -3.9833
N: 5.2811 1.1688 -5.0323
H: -4.0163 -3.4404 8.5273
H: 5.5722 4.8569 -3.2405
H: -4.0676 4.4304 -3.0375
H: 5.7694 -0.9016 -4.7659
H: 1.3610 0.6373 1.0180
C: -2.4793 -2.1786 1.9977
B: 4.1518 0.9657 -4.1044
N: 1.4454 1.9029 -1.6277
H: -8.2234 8.9939 -4.0019
H: 5.5640 2.7504 -1.9361
C: -0.3858 3.0918 -2.3942
H: 7.7175 -4.1549 -0.8903
C: 3.1699 -2.3392 -0.8486
H: 0.9253 -0.1310 -3.3107
H: 5.3909 -0.8318 -2.3969
C: -7.1498 7.4425 -5.0576
H: 6.9652 0.2214 -4.1742
H: 0.2586 -2.1023 -1.1414
C: -2.4129 -1.7196 3.3014
C: -3.9537 -3.8514 9.5347
H: 5.9048 -4.6442 1.5327
H: 4.7970 3.6275 -6.1746
O: -3.8657 -6.0625 8.5573
H: 7.2490 -2.4684 1.4961
H: 4.3912 1.4887 -0.7245
O: -0.5028 0.3592 0.1960
H: 4.1424 3.7236 -1.7739
H: -6.2974 -7.0496 7.4215
H: -4.6046 -9.5154 7.9897
C: -7.1091 5.0132 0.2955
H: -6.4130 7.3848 -5.8618
H: 7.6923 -1.8401 -0.5906
H: -8.6827 6.3278 -0.3851
O: 3.1867 5.1544 -4.1915
H: -4.1961 5.8305 -0.9290
H: -2.1985 -5.1024 9.3637
O: -2.5536 -4.9833 6.9635
H: -3.6641 -7.4126 3.0164
H: 1.0590 -0.9460 0.3528
H: 4.6754 0.0200 -6.7068
S: -0.8644 4.4686 -2.8881
C: -6.0473 -8.1043 7.3187
H: 3.6547 1.4806 -6.4446
H: 5.2169 -4.2161 -0.0121
H: 2.3231 3.3191 -2.9892
H: -7.3349 4.2203 -0.4222
H: 5.3792 -0.1917 0.3643

=====

Which formula does entry 1 have? C40H72N6O6Sr